[1]
Entry from OMol25: C30H43FN4O3SiTi as an isolated structure at a distorted geometry (the ωB97M-V functional and the def2-TZVPD basis).

Each line ends with the Mulliken spin population.
Element x y z (Å)
C1 -0.344 4.116 -3.314  0.0004
H1 2.322 -2.619 1.242  -0.0007
H2 -1.412 -0.248 -2.285  0.0124
N1 -1.210 -0.943 -1.580  0.0140
C2 -0.900 -4.797 -3.191  -0.0012
H3 -3.649 0.850 2.023  0.0022
H4 0.346 -1.390 2.789  0.0182
H5 4.219 0.938 -0.267  -0.0038
C3 -0.165 -2.185 2.262  0.0340
H6 -2.327 -0.173 1.451  -0.0076
H7 4.283 -0.044 2.026  0.0009
H8 -3.262 3.547 1.864  0.0010
C4 -2.353 3.444 1.260  -0.0186
H9 4.472 2.110 1.037  0.0004
H10 -4.839 2.474 -0.412  0.0003
H11 0.339 3.083 4.587  -0.0126
H12 2.977 -1.583 -3.037  0.0001
H13 1.937 3.842 -0.671  0.0000
N2 0.131 0.802 1.676  0.1764
C5 3.738 1.425 0.592  0.0047
C6 0.747 3.545 -3.963  0.0000
O1 2.039 -1.746 -1.196  0.0228
H14 2.892 0.965 2.474  0.0256
N3 -0.582 1.353 3.897  0.0433
C7 -1.113 -3.714 -4.030  0.0024
C8 -1.449 -4.242 1.010  -0.0086
N4 -1.046 1.554 -0.663  -0.0320
H15 -1.498 3.330 1.933  0.0210
H16 -0.995 -0.409 4.995  -0.0001
H17 1.216 4.028 -4.810  0.0000
H18 2.189 -3.152 -2.713  0.0007
H19 -1.894 -0.831 -0.838  -0.0090
H20 3.441 3.212 -1.372  -0.0005
Ti1 0.244 -0.153 0.050  1.1158
C9 -0.950 3.499 -2.231  -0.0011
H21 1.207 -1.713 -3.059  -0.0017
H22 -2.407 0.599 4.623  0.0003
C10 -1.253 -2.452 -3.479  0.0003
H23 4.020 -1.266 -0.900  -0.0025
C11 3.370 0.428 1.657  -0.0150
H24 -4.139 1.483 -1.700  0.0000
H25 3.974 -2.011 1.468  0.0005
C12 -0.849 -4.600 -1.817  0.0012
H26 0.329 1.749 5.763  -0.0021
O2 2.463 -0.598 1.255  -0.0006
H27 3.470 4.011 0.220  0.0019
C13 -3.128 0.496 1.125  0.0388
H28 2.117 1.862 -3.892  0.0003
C14 -3.944 2.330 -1.030  0.0002
H29 -1.640 -0.365 3.346  -0.0023
C15 -0.620 -3.260 3.014  -0.0089
H30 -1.411 -1.589 -4.119  -0.0003
H31 -1.771 3.996 -1.734  -0.0004
C16 2.886 3.362 -0.440  0.0022
C17 2.111 -2.070 -2.578  0.0022
H32 -3.825 3.222 -1.647  0.0001
C18 -0.942 -3.178 0.253  -0.0054
C19 0.620 1.775 -2.388  0.0168
H33 3.636 -2.991 -0.766  -0.0003
C20 -1.456 0.229 4.234  0.0450
H34 -2.216 4.373 0.695  0.0007
C21 0.088 1.405 2.737  0.5860
H35 -1.165 -3.847 -5.103  0.0002
H36 -0.659 -5.448 -1.172  0.0000
C22 1.243 2.344 -3.468  -0.0002
C23 -1.305 -4.288 2.385  0.0148
C24 3.037 -1.861 0.928  0.0198
C25 -1.181 -2.268 -2.105  0.0188
F1 1.206 0.637 -1.850  0.0217
O3 2.594 2.133 0.196  0.0185
H37 -0.730 5.068 -3.657  -0.0001
Si1 -2.516 1.969 0.133  -0.0015
H38 -1.714 -5.117 2.952  0.0016
C26 3.272 -1.983 -0.545  -0.0051
H39 -1.975 -5.046 0.509  -0.0001
H40 -3.850 -0.094 0.546  0.0040
C27 -1.002 -3.341 -1.238  0.0020
H41 -0.458 -3.283 4.086  -0.0007
C28 -0.513 2.251 -1.714  -0.0172
C29 -0.247 2.257 4.982  0.0074
H42 -0.772 -5.792 -3.599  0.0000
C30 -0.336 -2.059 0.868  -0.1424
H43 -1.160 2.651 5.433  0.0011

Cartesian forces (eV/Å) of the 6 atoms listed first:
C 0.015 -0.061 0.006
H -0.083 -0.003 0.043
H 0.008 0.116 -0.050
N 0.017 -0.374 0.047
C 0.001 0.027 0.078
H 0.039 -0.071 -0.121

Results
**E_HOMO (alpha / beta)**: -5.955 / -6.907 eV
**Multiplicity**: 3
**E**: -77620.64399 eV
**Largest force on an atom**: 0.03057 Eh/bohr
**Charge**: 0
**Frontier orbital gap (alpha / beta)**: 6.480 / 7.412 eV

[2]
Entry from OMol25: one molecule with the formula C13H15NO3S2 (the ωB97M-V functional and the def2-TZVPD basis).

Each line ends with the Mulliken charge.
Element x y z (Å)
H1 4.841 2.339 -0.921  0.3656
H2 0.870 0.451 -0.831  0.4235
C1 3.727 -0.992 1.280  -0.7714
C2 -2.333 2.000 -0.277  0.6401
H3 -3.687 3.604 -0.642  0.3417
C3 -2.168 -0.171 0.957  0.5476
H4 -1.325 -1.293 2.554  0.2431
C4 2.586 -1.743 1.091  -0.9031
C5 -2.230 -1.277 1.944  -1.2239
H5 4.159 3.083 0.554  0.3620
C6 1.536 -1.224 0.332  0.8027
H6 4.539 -1.397 1.865  0.3646
S1 -2.812 1.403 1.288  -0.2490
C7 -2.616 3.405 -0.669  -1.2974
H7 -2.248 3.586 -1.675  0.3581
H8 -3.086 -1.156 2.604  0.4658
H9 -2.130 4.100 0.015  0.3243
C8 2.812 0.793 -0.027  -0.1289
C9 1.654 0.040 -0.222  0.2495
N1 0.366 -1.950 0.174  -0.1667
S2 -0.842 -1.642 -0.949  1.3228
C10 3.855 0.274 0.732  -0.5224
O1 -0.294 -1.336 -2.234  -0.6225
H10 -1.335 1.145 -1.989  0.4722
C11 3.959 2.825 -0.491  -0.9173
H11 -2.306 -2.222 1.411  0.3034
H12 4.761 0.833 0.899  0.4199
H13 3.743 3.735 -1.050  0.2428
O2 2.812 2.021 -0.616  -0.3802
H14 0.370 -2.900 0.508  0.2506
H15 2.499 -2.729 1.523  0.3461
C12 -1.715 1.026 -0.991  -0.8046
C13 -1.621 -0.198 -0.286  -0.1167
O3 -1.715 -2.773 -0.821  -0.7423

Cartesian forces (eV/Å) of the 6 atoms listed first:
H -0.035 0.009 0.028
H -0.010 0.161 -0.075
C -0.149 -0.075 -0.036
C 0.017 -0.337 0.248
H -0.038 0.083 -0.068
C -0.156 0.301 0.127

Results
**E_HOMO**: -8.430 eV
**SMILES string**: COc1cccc(NS(=O)(=O)c2cc(C)sc2C)c1
**E**: -43026.81748 eV
**Largest force on an atom**: 0.01847 Eh/bohr
**Charge**: 0
**Relative energy (zero: lowest compared OMol25 entry of this formula, charge and spin)**: 0.0 kcal/mol
**Frontier orbital gap**: 9.064 eV

[3]
Entry from OMol25: C9H20O11Sr as an isolated structure at a distorted geometry (the ωB97M-V functional and the def2-TZVPD basis).

Each line ends with the Mulliken charge.
Element x y z (Å)
H1 25.906 -5.784 11.075  0.0408
H2 20.578 -2.288 8.749  0.1601
H3 16.968 -4.981 10.419  0.2924
O1 20.537 -2.661 9.631  -0.2560
H4 22.985 -0.792 9.574  0.1698
O2 20.123 -3.209 13.056  -0.7336
H5 24.344 -2.736 6.728  0.2208
H6 18.944 -4.426 15.383  0.2766
H7 19.653 -2.483 9.967  0.1639
O3 18.505 -6.782 9.433  -0.7593
H8 26.340 -7.418 10.771  0.3571
C1 18.984 -5.821 10.052  0.3363
H9 25.175 -3.282 11.743  0.2403
C2 25.534 -6.809 11.200  -0.7905
C3 22.575 -0.452 10.525  -0.6918
O4 24.400 -7.663 9.311  -0.7306
H10 20.594 -4.378 16.050  0.3136
H11 22.725 -1.106 12.318  0.1725
H12 23.061 -3.274 5.560  0.3146
H13 22.682 -2.055 6.730  0.1662
O5 22.360 -5.078 7.094  -0.6373
C4 17.987 -4.918 10.810  -0.4988
C5 19.914 -3.939 15.311  -1.1733
H14 17.953 -5.268 11.845  0.1207
H15 24.529 -3.485 13.120  0.2255
C6 22.827 -4.067 7.570  0.4110
H16 25.407 -7.051 12.254  0.2114
O6 23.205 -6.508 10.839  -0.6037
O7 22.658 -1.529 11.459  -0.1299
Sr1 22.058 -3.975 11.157  1.6697
H17 18.330 -3.882 10.812  -0.0346
O8 20.199 -5.531 10.226  -0.4451
H18 19.865 -2.889 15.601  0.2639
H19 21.532 -0.201 10.297  0.2282
C7 24.257 -7.010 10.353  0.4782
C8 20.544 -4.035 13.920  0.9639
C9 23.288 -2.960 6.581  -0.8920
H20 23.067 0.453 10.884  0.3792
O9 24.455 -3.731 12.194  -0.3462
O10 21.612 -4.672 13.777  -0.7666
O11 23.004 -3.743 8.802  -0.6870

Cartesian forces (eV/Å) of the 6 atoms listed first:
H -0.330 0.067 0.300
H 0.171 -0.298 -0.164
H 0.086 -0.031 -0.165
O -0.408 0.854 0.096
H 0.313 -0.021 0.152
O -0.409 -0.360 -0.038

Results
**E_HOMO**: -1.576 eV
**E**: -33020.88839 eV
**Largest force on an atom**: 0.05816 Eh/bohr
**Charge**: -2
**Relative energy (zero: lowest compared OMol25 entry of this formula, charge and spin)**: 0.0 kcal/mol
**Frontier orbital gap**: 5.406 eV

[4]
Entry from OMol25: a 3-piece molecular cluster, C2H10N2O3 overall at a distorted geometry (the ωB97M-V functional and the def2-TZVPD basis).

Each line ends with the Mulliken charge.
Element x y z (Å)
H1 -2.729 -2.889 -1.741  0.2812
N1 0.437 0.052 1.503  -0.6470
N2 0.937 0.998 -1.119  -0.3741
H2 1.652 1.057 -0.436  0.2275
H3 0.759 1.464 -1.968  0.2364
H4 -0.017 3.456 1.605  0.3030
O1 0.855 3.164 1.345  -0.6630
H5 -1.502 -2.202 -1.508  0.4111
H6 -0.352 0.690 1.309  0.2583
C1 0.110 -0.164 -0.952  0.6596
O2 -1.987 -3.043 -1.260  -0.6408
H7 1.382 -1.459 0.153  0.2103
H8 -0.487 -1.403 0.636  0.3524
C2 0.377 -0.854 0.256  -0.4629
H9 0.135 -0.528 2.267  0.2371
H10 1.066 2.294 1.771  0.3446
O3 -0.635 -0.635 -1.861  -0.7339

Cartesian forces (eV/Å) of the 6 atoms listed first:
H -3.840 0.121 -2.103
N 0.249 1.022 -1.751
N -3.411 -4.050 0.626
H 0.602 0.996 0.074
H 0.628 0.962 -0.734
H -0.207 -0.209 0.295

Results
**E_HOMO**: -10.420 eV
**SMILES string**: NCC(N)=O.O.O
**E**: -11358.21601 eV
**Largest force on an atom**: 0.10369 Eh/bohr
**Charge**: 0
**Relative energy (zero: lowest compared OMol25 entry of this formula, charge and spin)**: 41.9 kcal/mol
**Frontier orbital gap**: 10.844 eV